1.
The following is a DFT calculation (ωB97M-V/def2-TZVPD) of one molecule with the formula C5H9NO2 in a non-equilibrium geometry.

The net charge is 0. Its molar mass is 115.13 g/mol. Its energy is -401.02220 hartree. The frontier orbital gap comes out at 8.19 eV. Its relative energy (zero: lowest compared OMol25 entry of this formula, charge and spin) is 96.99 kcal/mol. As for the HOMO energy: -7.3723 eV.

Each line ends with the Löwdin charge.
Element x y z (Å)
C -0.173 -1.491 -1.521  -0.133
C 1.003 -0.151 0.274  -0.614
C -0.186 -0.829 -0.174  -0.089
N -1.493 1.243 1.528  0.123
C 0.057 0.928 -0.335  -0.088
C -1.131 1.331 0.236  -0.129
O 1.224 0.072 1.664  0.002
O 2.215 -0.441 -0.368  0.041
H 2.877 0.166 -0.015  0.106
H 1.022 -0.761 2.112  0.103
H -0.893 0.679 2.117  0.096
H -2.474 1.242 1.752  0.108
H 0.317 1.268 -1.326  0.126
H -1.841 1.867 -0.388  0.133
H -1.180 -1.537 -1.941  0.064
H 0.148 -2.525 -1.350  0.080
H 0.508 -1.059 -2.265  0.070



2.
The following is a DFT calculation (ωB97M-V/def2-TZVPD) of a 13-piece molecular cluster, C37H108N18O13 overall in a non-equilibrium geometry.

The net charge is 0. Its molar mass is 1013.38 g/mol. Its energy is -3437.95755 hartree. The frontier orbital gap comes out at 9.07 eV. Its relative energy (zero: lowest compared OMol25 entry of this formula, charge and spin) is 256.75 kcal/mol. As for the HOMO energy: -9.1377 eV.

Each line ends with the Löwdin charge.
Element x y z (Å)
C -9.532 2.184 6.357  -0.072
C -9.071 0.785 5.925  -0.437
C -7.615 0.596 5.533  -0.174
O -7.461 -0.702 4.883  -0.203
C -6.366 -0.905 4.052  -0.131
N -9.518 -0.156 6.980  0.045
H -8.880 2.465 7.184  0.075
H -10.596 2.217 6.592  0.077
H -9.467 2.924 5.560  0.069
H -9.585 0.659 4.972  0.134
H -6.905 0.683 6.355  0.126
H -7.444 1.367 4.782  0.117
H -5.864 0.029 3.798  0.079
H -6.664 -1.339 3.097  0.085
H -5.661 -1.534 4.595  0.083
H -9.293 -1.040 6.547  0.056
H -8.950 -0.157 7.815  0.064
C 2.182 -0.904 -0.253  -0.050
C 0.667 -0.784 -0.507  -0.443
C -0.104 0.188 0.387  -0.167
O -0.210 -0.267 1.763  -0.201
C 0.296 0.544 2.766  -0.139
N 0.520 -0.297 -1.866  0.020
H 2.330 -1.316 0.745  0.075
H 2.508 0.136 -0.279  0.074
H 2.753 -1.431 -1.017  0.071
H 0.202 -1.767 -0.431  0.131
H -1.097 0.482 0.046  0.123
H 0.431 1.137 0.398  0.111
H 0.494 -0.095 3.626  0.092
H -0.468 1.315 2.868  0.085
H 1.195 1.123 2.553  0.077
H -0.325 -0.748 -2.188  0.073
H 1.121 -0.656 -2.594  0.070
C 3.510 0.215 -10.775  -0.089
C 4.292 1.047 -9.841  -0.414
C 3.524 2.439 -9.659  -0.182
O 3.366 3.213 -10.830  -0.196
C 4.471 3.805 -11.430  -0.131
N 4.311 0.430 -8.482  0.022
H 2.622 -0.146 -10.256  0.085
H 4.226 -0.581 -10.981  0.081
H 3.231 0.747 -11.685  0.082
H 5.305 1.133 -10.236  0.130
H 3.954 3.085 -8.893  0.113
H 2.528 2.371 -9.222  0.124
H 5.174 4.498 -10.969  0.085
H 4.092 4.362 -12.287  0.088
H 5.087 2.980 -11.787  0.078
H 4.670 -0.512 -8.547  0.060
H 3.410 0.288 -8.048  0.064
C -2.895 -8.478 1.817  -0.083
C -2.606 -7.011 1.387  -0.419
C -1.323 -6.549 2.116  -0.203
O -1.312 -6.799 3.542  -0.203
C 0.003 -6.370 4.082  -0.068
N -2.696 -7.004 -0.089  0.042
H -3.864 -8.746 1.397  0.066
H -2.974 -8.763 2.866  0.070
H -2.177 -9.188 1.406  0.075
H -3.478 -6.529 1.829  0.126
H -1.253 -5.464 2.047  0.114
H -0.425 -6.984 1.678  0.119
H 0.283 -6.867 5.010  0.083
H -0.026 -5.285 4.190  0.079
H 0.777 -6.565 3.340  0.072
H -3.694 -6.854 -0.146  0.069
H -2.311 -6.111 -0.362  0.062
C -4.331 6.193 0.126  -0.075
C -4.908 7.382 -0.670  -0.467
C -4.190 7.725 -1.979  -0.203
O -4.587 8.964 -2.518  -0.171
C -3.574 9.555 -3.284  -0.124
N -6.307 7.245 -0.745  0.046
H -4.761 5.975 1.103  0.080
H -3.267 6.239 0.359  0.068
H -4.255 5.317 -0.519  0.076
H -4.697 8.209 0.008  0.130
H -4.371 6.933 -2.707  0.131
H -3.150 7.821 -1.667  0.121
H -2.644 9.718 -2.739  0.080
H -3.952 10.456 -3.767  0.095
H -3.162 8.836 -3.991  0.081
H -6.482 6.424 -0.184  0.057
H -6.586 6.873 -1.642  0.075
C 4.106 4.567 2.327  -0.050
C 3.202 5.600 1.645  -0.415
C 2.925 6.800 2.553  -0.190
O 2.911 6.498 3.971  -0.198
C 1.790 5.927 4.636  -0.105
N 3.749 5.967 0.271  0.037
H 5.120 4.940 2.180  0.080
H 3.972 3.661 1.737  0.079
H 3.959 4.557 3.407  0.071
H 2.176 5.251 1.534  0.117
H 2.007 7.203 2.124  0.117
H 3.591 7.646 2.382  0.117
H 1.467 6.675 5.360  0.080
H 2.061 5.050 5.224  0.081
H 0.886 5.701 4.070  0.087
H 4.536 5.343 0.159  0.046
H 4.104 6.912 0.306  0.051
C -5.170 -1.019 12.075  -0.074
C -5.599 -1.244 10.629  -0.439
C -4.953 -2.317 9.750  -0.179
O -3.517 -2.230 9.768  -0.180
C -2.875 -2.755 8.622  -0.112
N -7.042 -1.457 10.768  0.018
H -4.110 -1.245 12.192  0.073
H -5.502 -1.868 12.674  0.077
H -5.552 -0.083 12.484  0.087
H -5.500 -0.266 10.158  0.127
H -5.376 -2.157 8.758  0.121
H -5.380 -3.272 10.058  0.120
H -3.032 -2.043 7.812  0.084
H -3.160 -3.747 8.273  0.087
H -1.820 -2.766 8.894  0.088
H -7.262 -1.173 11.712  0.052
H -7.055 -2.458 10.904  0.057
C 6.515 -2.322 3.101  -0.027
C 7.747 -3.039 2.405  -0.462
C 7.484 -3.947 1.249  -0.200
O 6.600 -5.040 1.553  -0.222
C 6.935 -5.983 2.587  -0.071
N 8.702 -2.045 1.962  0.015
H 6.172 -1.458 2.530  0.070
H 6.955 -1.852 3.981  0.063
H 5.698 -2.973 3.410  0.071
H 8.343 -3.575 3.144  0.122
H 8.459 -4.326 0.945  0.120
H 6.997 -3.391 0.448  0.130
H 7.026 -5.314 3.443  0.069
H 7.908 -6.344 2.253  0.090
H 6.175 -6.732 2.808  0.090
H 9.025 -1.623 2.821  0.072
H 9.497 -2.397 1.448  0.070
C 4.807 -6.645 -3.785  -0.772
O 5.743 -7.408 -3.547  0.021
N 4.432 -5.608 -3.011  0.140
N 4.050 -6.632 -4.791  0.160
H 4.741 -5.600 -2.050  0.110
H 3.613 -5.139 -3.372  0.093
H 4.021 -7.412 -5.432  0.133
H 3.505 -5.801 -4.973  0.115
C -4.615 0.693 -4.837  -0.836
O -3.840 -0.209 -4.861  0.056
N -5.812 0.587 -4.302  0.152
N -4.419 1.862 -5.310  0.172
H -5.998 -0.238 -3.750  0.116
H -6.235 1.459 -4.017  0.100
H -5.068 2.611 -5.116  0.110
H -3.485 2.213 -5.466  0.130
C 0.271 -4.267 -7.149  -0.790
O 1.079 -3.577 -6.566  0.020
N 0.569 -5.093 -8.108  0.162
N -1.021 -4.256 -6.856  0.159
H 1.536 -5.157 -8.392  0.122
H -0.175 -5.518 -8.642  0.110
H -1.442 -3.428 -6.457  0.121
H -1.570 -4.853 -7.457  0.098
C 8.474 -1.651 -4.690  -0.729
O 8.956 -1.780 -5.848  -0.015
N 8.966 -2.226 -3.594  0.149
N 7.366 -1.048 -4.410  0.151
H 9.799 -2.797 -3.596  0.117
H 8.365 -2.169 -2.785  0.095
H 6.726 -0.841 -5.163  0.122
H 6.944 -1.007 -3.493  0.109
C 0.646 5.038 -4.771  -0.848
O -0.083 4.399 -5.486  0.036
N 1.078 6.188 -5.127  0.162
N 0.967 4.746 -3.552  0.172
H 1.623 6.769 -4.505  0.114
H 0.804 6.475 -6.055  0.127
H 1.720 5.318 -3.197  0.108
H 0.860 3.754 -3.395  0.125



3.
The following is a DFT calculation (ωB97M-V/def2-TZVPD) of a 10-piece molecular cluster, C29H64N6O18 overall in a non-equilibrium geometry.

The net charge is 0. Its molar mass is 784.86 g/mol. Its energy is -2826.34326 hartree. The frontier orbital gap comes out at 9.51 eV. Its relative energy (zero: lowest compared OMol25 entry of this formula, charge and spin) is 0.00 kcal/mol. As for the HOMO energy: -9.2101 eV. The structure (SMILES) is COC(=O)OC.COC(=O)OC.COC(=O)OC.COC(=O)OC.CNC(C)=O.CNC(C)=O.CNC(C)=O.CNC(C)=O.CNC(C)=O.CC(N)=O.

Each line ends with the Löwdin charge.
Element x y z (Å)
C -1.562 9.501 1.364  -0.034
O -1.883 8.130 1.152  -0.001
C -0.908 7.243 1.213  -0.627
O 0.247 7.474 1.483  0.126
O -1.377 6.061 0.877  0.009
C -0.578 4.900 0.875  -0.037
H -2.480 9.957 1.705  0.094
H -1.037 9.913 0.498  0.101
H -0.754 9.590 2.101  0.093
H 0.251 5.067 0.191  0.102
H -1.176 4.055 0.532  0.091
H -0.266 4.544 1.859  0.093
C -3.362 7.272 -2.380  -0.051
O -2.908 5.949 -2.222  0.008
C -1.662 5.683 -2.574  -0.635
O -0.882 6.453 -3.070  0.130
O -1.482 4.376 -2.455  -0.002
C -0.183 3.841 -2.753  -0.027
H -3.292 7.621 -3.412  0.097
H -2.776 7.955 -1.762  0.091
H -4.405 7.362 -2.090  0.093
H -0.291 2.963 -3.386  0.089
H 0.161 3.432 -1.799  0.073
H 0.524 4.564 -3.145  0.078
C -0.467 -9.108 -4.581  -0.040
O -0.658 -7.928 -3.834  0.017
C -0.122 -6.794 -4.207  -0.622
O 0.621 -6.611 -5.139  0.116
O -0.569 -5.830 -3.398  0.009
C 0.054 -4.553 -3.509  -0.045
H -0.366 -10.002 -3.970  0.092
H 0.468 -9.075 -5.148  0.094
H -1.310 -9.190 -5.267  0.100
H -0.500 -3.955 -4.237  0.094
H 1.063 -4.655 -3.906  0.087
H 0.068 -4.143 -2.508  0.063
C 0.035 1.768 8.482  -0.059
O 0.497 3.022 8.023  0.014
C 1.014 3.196 6.810  -0.626
O 1.431 4.252 6.437  0.138
O 0.985 2.070 6.107  -0.025
C 1.373 2.145 4.727  -0.010
H -0.972 1.529 8.146  0.078
H -0.025 1.877 9.566  0.091
H 0.702 0.925 8.314  0.096
H 2.459 2.118 4.656  0.099
H 1.012 3.080 4.303  0.090
H 0.909 1.274 4.279  0.084
C 3.093 2.073 -3.721  -0.063
N 3.298 2.606 -5.054  0.001
C 3.055 3.884 -5.422  -0.550
C 3.080 4.181 -6.899  -0.013
O 2.658 4.733 -4.633  0.034
H 2.941 2.891 -3.023  0.085
H 3.993 1.569 -3.359  0.079
H 2.277 1.354 -3.735  0.067
H 3.425 1.955 -5.810  0.127
H 4.088 4.389 -7.272  0.081
H 2.561 5.127 -7.050  0.082
H 2.630 3.445 -7.565  0.076
C 4.259 -4.273 -2.743  -0.054
N 4.225 -4.327 -1.290  0.004
C 3.075 -4.488 -0.603  -0.541
C 3.149 -4.360 0.909  0.020
O 2.028 -4.854 -1.138  0.016
H 3.969 -3.298 -3.128  0.077
H 3.608 -5.056 -3.126  0.081
H 5.276 -4.546 -3.024  0.085
H 5.039 -4.271 -0.703  0.131
H 3.857 -3.553 1.108  0.086
H 3.487 -5.346 1.230  0.094
H 2.173 -4.124 1.313  0.047
C -0.463 0.208 0.798  -0.073
N 0.337 -0.662 0.000  0.035
C 0.785 -0.314 -1.211  -0.525
C 1.438 -1.444 -2.035  0.011
O 0.649 0.800 -1.710  0.006
H -0.181 0.339 1.847  0.069
H -1.489 -0.177 0.886  0.084
H -0.572 1.213 0.400  0.076
H 0.408 -1.619 0.312  0.094
H 1.213 -1.333 -3.092  0.071
H 1.025 -2.372 -1.640  0.050
H 2.520 -1.442 -1.899  0.079
C -0.941 -4.277 0.984  -0.042
N -0.524 -4.245 2.382  0.017
C 0.280 -3.315 2.935  -0.574
C 0.572 -3.456 4.400  0.014
O 0.718 -2.387 2.266  0.016
H -1.620 -3.451 0.772  0.075
H -1.408 -5.249 0.836  0.092
H -0.090 -4.251 0.302  0.065
H -0.978 -4.907 2.986  0.125
H 0.291 -2.530 4.898  0.079
H 1.608 -3.750 4.564  0.090
H 0.002 -4.268 4.860  0.078
C -2.382 -1.068 3.742  -0.062
N -3.126 -1.284 4.978  0.010
C -2.705 -0.849 6.181  -0.557
C -3.509 -1.241 7.394  0.003
O -1.699 -0.160 6.279  0.034
H -2.546 -0.053 3.379  0.090
H -2.646 -1.864 3.052  0.085
H -1.310 -1.148 3.921  0.061
H -3.971 -1.810 4.850  0.127
H -2.817 -1.773 8.044  0.087
H -4.329 -1.902 7.104  0.071
H -3.954 -0.408 7.931  0.084
C -2.052 -1.351 -3.598  -0.001
C -2.865 -2.305 -2.772  -0.599
N -3.865 -2.947 -3.416  0.162
O -2.713 -2.435 -1.564  0.014
H -0.977 -1.508 -3.573  0.057
H -2.155 -0.399 -3.065  0.097
H -2.431 -1.159 -4.600  0.079
H -3.881 -2.964 -4.419  0.097
H -4.513 -3.514 -2.900  0.108